Computed, not measured: 2 unconnected molecules or ions with the total composition C45H50F9N4, with ωB97M-V with the def2-TZVPD basis set.

Structure (XYZ):
```
108
Properties=species:S:1:pos:R:3:forces:R:3:mulliken_charge:R:1
C -4.07356 -1.75038 1.96618 -0.085 -0.069 -0.122 -1.4180
C -3.87020 -0.24642 1.75033 0.216 0.295 -0.203 1.4715
C -4.20292 0.53903 3.01992 0.068 0.025 -0.038 -1.7368
C -4.66417 0.22224 0.53490 0.125 -0.359 0.009 0.7804
C -6.02878 0.48050 0.69279 0.072 0.122 -0.348 -0.6537
C -6.84235 0.68042 -0.41969 0.054 -0.013 -0.167 -1.5348
C -6.30133 0.58047 -1.70097 -0.166 0.083 0.416 -0.4985
C -4.94360 0.34844 -1.89529 0.250 0.095 -0.241 0.6135
C -4.45951 0.25836 -3.34528 0.237 -0.006 0.303 2.8279
C -4.52665 1.62498 -4.02843 -0.002 0.178 0.043 -1.5090
C -5.25259 -0.77998 -4.14557 0.027 -0.127 0.084 -1.5315
C -4.10608 0.22006 -0.76606 -0.831 -0.320 -0.074 -0.6563
N -2.70963 -0.07496 -0.95597 1.090 -0.593 -0.047 1.5794
N -2.35940 -1.16276 -1.68650 2.160 -0.194 0.129 -1.1701
N -1.00197 -1.21110 -1.62525 -2.656 1.186 0.560 1.8399
C -0.28067 -2.26470 -2.30020 -0.028 -0.679 -0.493 -0.7545
C 0.59125 -1.96101 -3.37211 -0.211 0.264 -0.092 0.0722
C 0.61709 -0.56561 -3.99952 0.322 0.100 0.484 2.0663
C -0.64693 -0.28718 -4.82263 -0.176 -0.082 -0.059 -1.4021
C 1.86822 -0.30909 -4.84619 -0.007 0.061 0.065 -2.1258
C 1.36039 -2.99407 -3.91151 -0.193 -0.048 0.118 -0.7844
C 1.16942 -4.31037 -3.49172 0.006 -0.092 0.109 -1.6339
C 0.20976 -4.60763 -2.53098 0.241 0.052 -0.187 -0.5322
C -0.50780 -3.59205 -1.90142 -0.246 0.017 0.338 1.1571
C -1.47953 -3.99882 -0.79023 0.079 0.340 -0.038 1.5939
C -0.73394 -4.69831 0.35051 0.115 0.023 0.044 -1.3412
C -2.59776 -4.90258 -1.31701 -0.070 0.088 -0.140 -1.5509
C -0.50649 -0.16629 -0.86882 0.671 -1.852 -1.147 -1.0463
C 0.90465 0.03062 -0.64475 1.193 0.218 0.466 0.1905
C 1.75988 -1.03393 -0.27404 -0.604 0.451 -0.263 -0.1942
C 3.11494 -0.82083 -0.10871 0.305 -0.075 0.068 -0.2009
C 3.99770 -1.95809 0.33190 0.441 -1.153 0.103 0.4707
F 5.17508 -1.98759 -0.36508 -0.976 0.075 0.681 -0.2781
F 4.32774 -1.87651 1.66325 -0.213 0.041 -1.038 -0.2216
F 3.39448 -3.17653 0.15428 0.619 1.215 0.205 -0.2412
C 3.69392 0.41813 -0.35870 -0.185 -0.220 -0.111 -1.0494
C 2.86523 1.45610 -0.76535 0.006 0.240 0.273 -0.0834
C 3.51314 2.73373 -1.21939 0.200 0.649 -0.803 0.7744
F 2.61084 3.67284 -1.62318 0.847 -0.750 0.449 -0.2946
F 4.27271 3.31680 -0.22439 -0.377 -0.181 -0.350 -0.2462
F 4.37892 2.52651 -2.26169 -0.880 0.200 1.078 -0.2529
C 1.48419 1.31309 -0.79413 -0.299 -0.577 -0.220 -0.5758
C -1.57845 0.59653 -0.44256 -1.476 2.204 1.312 1.0923
C -1.58311 1.73351 0.35977 -0.204 -1.165 -1.025 -2.2508
H -3.83049 -2.31694 1.05708 -0.056 0.082 0.166 0.2955
H -3.43393 -2.11080 2.78020 -0.102 0.051 -0.105 0.4073
H -5.11991 -1.96239 2.22768 0.223 0.010 -0.063 0.3266
H -2.81663 -0.05608 1.53448 -0.043 -0.128 0.125 -0.0591
H -4.05329 1.61265 2.85576 -0.070 -0.163 0.085 0.3475
H -5.23706 0.37069 3.34267 0.224 0.048 0.032 0.3512
H -3.53676 0.21777 3.82899 -0.156 0.067 -0.084 0.4467
H -6.45743 0.49492 1.69820 0.127 -0.008 -0.433 0.2521
H -7.90591 0.88767 -0.29673 0.271 -0.091 0.001 0.3642
H -6.93663 0.67808 -2.58380 0.109 0.040 0.387 0.3122
H -3.41854 -0.07435 -3.31328 -0.214 0.155 -0.184 -1.5580
H -4.00908 2.38822 -3.43602 -0.069 -0.091 -0.111 0.3630
H -4.06101 1.58285 -5.01983 -0.098 -0.003 0.130 0.4094
H -5.57062 1.94417 -4.15400 0.227 -0.036 0.016 0.3377
H -5.19349 -1.76498 -3.66917 -0.056 0.132 -0.080 0.3371
H -6.31014 -0.49692 -4.22990 0.243 -0.105 -0.023 0.3537
H -4.84571 -0.86826 -5.15931 -0.065 0.048 0.144 0.4121
H 0.63953 0.15114 -3.16422 -0.050 -0.082 -0.280 -0.4773
H -1.55881 -0.55860 -4.27548 0.205 0.081 -0.118 0.0565
H -0.69935 0.78063 -5.07462 -0.001 -0.245 0.024 0.3900
H -0.63486 -0.86052 -5.76190 0.010 0.111 0.261 0.3585
H 2.78163 -0.55870 -4.29213 -0.126 0.051 -0.137 0.4451
H 1.84345 -0.89635 -5.77398 0.058 0.152 0.188 0.4437
H 1.92011 0.75195 -5.12177 -0.044 -0.237 0.020 0.4277
H 2.09779 -2.77090 -4.68683 -0.364 -0.133 0.278 0.4038
H 1.77123 -5.11188 -3.92190 -0.193 0.218 0.057 0.3956
H 0.01101 -5.64141 -2.23550 0.206 0.350 -0.150 0.3474
H -1.94652 -3.08365 -0.41066 0.091 -0.232 0.073 -0.6105
H 0.13659 -4.11293 0.67560 -0.157 -0.152 -0.004 0.2557
H -1.39845 -4.84004 1.21219 0.139 -0.006 -0.185 0.4296
H -0.37880 -5.68499 0.02118 -0.039 0.223 0.171 0.3317
H -3.16697 -4.40158 -2.10853 0.093 -0.113 0.116 0.3370
H -2.18415 -5.83572 -1.72042 -0.140 0.155 0.066 0.3469
H -3.29055 -5.15796 -0.50573 0.148 0.030 -0.145 0.4400
H 1.33933 -2.01816 -0.10565 0.073 0.056 -0.045 0.7914
H 4.76128 0.56024 -0.25087 0.023 -0.035 -0.173 0.7164
H 0.83301 2.16192 -0.97955 0.143 -0.120 -0.282 0.9924
H -0.62490 2.12444 0.66593 -0.229 0.163 0.166 0.4767
H -2.52946 2.18817 0.61807 0.236 0.157 0.088 0.2655
C 4.08965 5.93555 2.29123 -0.322 0.403 -0.460 -0.9327
N 3.95479 4.94074 3.35455 -0.531 -1.891 -0.434 0.1999
C 4.03559 5.43538 4.73287 0.251 0.417 0.423 -1.0325
C 3.79509 3.67421 3.03605 1.018 1.630 0.080 0.1944
C 4.03137 2.58208 3.94872 -0.085 -1.111 1.493 0.4794
C 3.40311 2.50693 5.21508 0.069 0.260 -0.466 -0.3784
C 3.66657 1.45006 6.06590 -0.003 -0.003 -0.007 -0.9554
C 4.60656 0.49035 5.69978 -0.036 0.014 -0.216 0.2924
C 4.83640 -0.65670 6.64124 0.251 -1.303 1.116 0.7854
F 5.54320 -1.67363 6.06907 -0.621 1.048 0.497 -0.2540
F 5.52305 -0.26057 7.76389 -0.687 -0.330 -1.167 -0.2404
F 3.64616 -1.18715 7.07288 1.155 0.601 -0.439 -0.2480
C 5.29478 0.56630 4.48911 -0.240 0.061 0.283 -0.7754
C 4.98019 1.58788 3.60596 -0.260 0.606 -0.461 -0.3921
H 3.68371 6.87808 2.66041 -0.048 -0.108 -0.283 0.4157
H 5.14527 6.08796 2.02071 -0.268 -0.189 0.288 0.3249
H 3.54684 5.59111 1.40549 0.120 0.183 0.170 0.3516
H 4.27973 6.49918 4.66570 0.016 -0.294 0.163 0.4042
H 3.06869 5.33713 5.24662 0.344 0.036 -0.320 0.3588
H 4.81008 4.92030 5.31680 -0.225 0.013 -0.291 0.4193
H 3.64113 3.44914 1.98033 0.245 0.171 0.065 0.1890
H 2.68446 3.26816 5.52098 0.129 -0.358 -0.150 0.4123
H 3.13538 1.36997 7.01346 0.171 -0.015 -0.227 0.4353
H 6.05172 -0.17630 4.24507 -0.243 0.175 -0.024 0.5003
H 5.50880 1.65688 2.65132 -0.237 -0.086 0.245 0.4217
```
Positions in Å, forces in eV/Å.

Calculated values
- Gap between HOMO and LUMO: 3.62 eV
- E_HOMO: -8.22 eV
- Net charge: +1
- E_LUMO: -4.60 eV